Density functional theory data (the ωB97M-V functional and the def2-TZVPD basis) for C2HLiNaO3 as an isolated structure.

Properties
molecular weight: 102.96 g/mol
total charge: 0
multiplicity: 2
ΔE to the lowest compared entry with this formula, charge and spin: 5.922 eV
highest occupied orbital energy (spin up / spin down): -6.87 / -6.33 eV

CARTESIAN COORDINATES (ANGSTROEM)
O  1.89005  0.54679  0.01908
C  1.29361  -0.52456  0.02158
C  0.27022  -1.25521  -0.21631
O  -1.24588  0.55293  -1.09617
O  -1.95655  1.10783  -0.08282
Li  -0.90199  -0.55983  1.50462
Na  0.63269  2.38462  0.40398
H  0.01784  -2.25257  -0.55397

***

Density functional theory data (the ωB97M-V functional and the def2-TZVPD basis) for C2HLiO2Tb as an isolated structure.

Properties
molecular weight: 222.89 g/mol
total charge: +3
multiplicity: 7
ΔE to the lowest compared entry with this formula, charge and spin: 0.000 eV
highest occupied orbital energy (spin up / spin down): -22.90 / -22.54 eV

CARTESIAN COORDINATES (ANGSTROEM)
O  1.01666  0.97990  -0.24002
C  0.03580  0.37712  -0.95384
Tb  3.18819  1.05752  -0.56870
Li  -0.13391  1.61793  1.18815
H  -0.29757  0.85947  -1.88186
C  -0.73052  -0.83750  -0.42798
O  -1.19341  -1.88614  -0.28528